Run A
C4H10OS | wB97M-V/def2-TZVPD

Properties
Orbital gap   7.442 eV
Multiplicity   1
E_HOMO   -6.8721 eV

The geometry in XYZ format:
```
16
C4H10OS (wB97M-V/def2-TZVPD)
C 0.74 -1.29 -0.82
C 1.14 1.31 -0.85
C -3.39 0.69 -0.01
C 1.48 -0.39 1.60
O -2.38 0.65 0.67
S 0.35 0.26 0.13
H 1.80 -1.30 -1.08
H 0.05 -1.26 -1.62
H 2.04 1.03 -1.36
H 0.58 2.12 -1.26
H -3.81 -0.15 -0.55
H 0.59 -2.14 -0.23
H -4.01 1.60 -0.19
H 1.15 -1.40 1.92
H 2.53 -0.19 1.39
H 1.14 0.45 2.25
```

***

Run B
C4H10OS | wB97M-V/def2-TZVPD

Properties
SMILES string   C[C@@H](O)[C@@H](C)S
Orbital gap   9.803 eV
Multiplicity   1
E_HOMO   -8.9536 eV

The geometry in XYZ format:
```
16
C4H10OS (wB97M-V/def2-TZVPD)
C -0.40 -1.00 -1.74
C -0.53 -0.52 -0.18
O 0.19 -1.50 0.62
C -0.02 0.85 0.06
C -0.05 1.22 1.54
S 1.71 0.78 -0.51
H 0.69 -0.95 -1.99
H -0.91 -0.29 -2.45
H -0.72 -2.09 -1.58
H -1.65 -0.58 -0.12
H 0.23 -2.35 0.17
H -0.60 1.54 -0.43
H 0.51 0.62 2.21
H 0.49 2.21 1.58
H -1.03 1.48 2.10
H 2.09 0.56 0.72
```

***

Run C
C4H10OS | wB97M-V/def2-TZVPD

Properties
SMILES string   C=CO.CSC
Orbital gap   9.420 eV
Multiplicity   1
E_HOMO   -8.6028 eV

The geometry in XYZ format:
```
16
C4H10OS (wB97M-V/def2-TZVPD)
C 2.99 1.94 -0.05
C 1.97 2.75 -0.39
O 0.72 2.29 -0.66
H 3.78 2.41 0.51
H 3.03 0.83 -0.33
H 1.95 3.84 -0.58
H 0.42 1.73 0.18
C -2.52 -2.03 0.97
S -1.48 -1.48 -0.39
C 0.13 -1.44 0.54
H -2.55 -3.17 1.03
H -3.49 -1.76 0.56
H -2.16 -1.70 2.07
H 0.95 -1.16 -0.10
H 0.04 -0.79 1.41
H 0.37 -2.45 0.81
```

***

Referenced to the most stable arrangement, the calculated values in hartree are run A 0.1101; run B 0.0000; run C 0.0409.

***

Run A
C2H7NS | wB97M-V/def2-TZVPD

Properties
SMILES string   C=NC.S
Orbital gap   7.870 eV
Multiplicity   1
E_HOMO   -8.0370 eV

The geometry in XYZ format:
```
11
C2H7NS (wB97M-V/def2-TZVPD)
C -1.77 2.27 0.51
N -1.23 1.20 0.07
C -2.08 0.02 0.00
H -2.59 2.86 0.13
H -1.74 2.49 1.61
H -2.77 -0.19 -0.85
H -1.40 -0.86 0.09
H -2.63 -0.15 0.95
S 2.41 -1.39 -0.25
H 2.17 -2.69 0.03
H 2.08 -1.37 -1.53
```

***

Run B
C2H7NS | wB97M-V/def2-TZVPD

Properties
SMILES string   C=CN.S
Orbital gap   9.643 eV
Multiplicity   1
E_HOMO   -8.8645 eV

The geometry in XYZ format:
```
11
C2H7NS (wB97M-V/def2-TZVPD)
C 1.02 0.52 -1.39
C 2.24 0.74 -0.88
N 2.48 1.33 0.49
H 0.89 0.33 -2.45
H 0.16 0.21 -0.74
H 3.17 0.46 -1.25
H 1.54 1.65 0.84
H 2.81 2.17 0.11
S -2.51 -1.20 0.66
H -2.93 -2.23 1.48
H -2.38 -0.27 1.65
```

***

Run C
C2H7NS | wB97M-V/def2-TZVPD

Properties
Orbital gap (alpha / beta)   8.025 / 9.013 eV
Multiplicity   1
E_HOMO (alpha / beta)   -8.2866 / -9.2560 eV

The geometry in XYZ format:
```
11
C2H7NS (wB97M-V/def2-TZVPD)
C 0.93 0.75 -0.05
C 0.29 -0.44 0.66
N -0.92 -0.87 0.04
S -2.20 0.14 -0.10
H 0.47 1.64 0.19
H 1.98 1.14 0.19
H 1.00 0.71 -1.10
H 1.03 -1.23 0.62
H -0.02 -0.28 1.77
H 0.44 -0.76 -1.85
H -3.00 -0.81 -0.38
```

***

Referenced to the most stable arrangement, the calculated values in hartree are run A 0.0702; run B 0.0000; run C 0.1251.

***

Run A
C3H10N4 | wB97M-V/def2-TZVPD

Properties
Orbital gap (alpha / beta)   9.070 / 9.071 eV
Multiplicity   1
E_HOMO (alpha / beta)   -8.0672 / -8.0683 eV

The geometry in XYZ format:
```
17
C3H10N4 (wB97M-V/def2-TZVPD)
C 0.90 0.00 0.18
C 1.29 1.43 0.17
C -2.50 -0.24 -0.04
N 0.09 -0.92 -0.38
N 0.40 -0.89 1.14
N -1.24 0.39 -0.39
N 2.29 -0.94 -0.49
H -0.41 -0.50 1.62
H -1.21 0.59 -1.39
H 2.62 -1.61 0.20
H 2.15 -1.46 -1.35
H 2.23 1.54 0.70
H 0.50 2.03 0.63
H 1.43 1.76 -0.86
H -2.48 -0.55 1.01
H -3.32 0.48 -0.13
H -2.75 -1.12 -0.65
```

***

Run B
C3H10N4 | wB97M-V/def2-TZVPD

Properties
SMILES string   N/C=N\CN.C=N
Orbital gap   9.346 eV
Multiplicity   1
E_HOMO   -8.2230 eV

The geometry in XYZ format:
```
17
C3H10N4 (wB97M-V/def2-TZVPD)
N 1.92 0.28 0.68
C 1.11 1.03 -0.13
N 0.45 0.63 -1.15
C 0.00 -0.69 -1.34
N 0.36 -1.72 -0.36
H 1.93 -0.72 0.51
H 2.64 0.74 1.22
H 1.23 2.10 -0.03
H 0.33 -1.04 -2.33
H -1.19 -0.52 -1.13
H -0.23 -1.59 0.46
H 0.13 -2.63 -0.73
C -1.45 0.97 1.12
N -2.07 0.05 0.48
H -0.77 0.67 1.91
H -1.54 2.04 0.93
H -2.83 0.40 -0.11
```

***

Referenced to the most stable arrangement, the calculated values in hartree are run A 0.1570; run B 0.0000.

***

Run A
C3H10N4 | wB97M-V/def2-TZVPD

Properties
SMILES string   [H]/N=C(/C)NN.C=N
Orbital gap   9.964 eV
Multiplicity   1
E_HOMO   -9.1018 eV

The geometry in XYZ format:
```
17
C3H10N4 (wB97M-V/def2-TZVPD)
H -0.57 0.78 2.00
N -1.26 0.39 1.36
C -0.97 0.74 0.14
C -1.93 0.30 -0.95
N 0.15 1.48 -0.16
N 0.71 1.39 -1.45
H -2.12 1.13 -1.63
H -2.88 -0.02 -0.52
H -1.49 -0.53 -1.50
H 0.83 1.60 0.60
H 0.92 0.42 -1.70
H 0.07 1.75 -2.15
C 1.59 -1.56 1.41
N 2.44 -2.20 0.67
H 0.61 -1.99 1.68
H 1.84 -0.56 1.79
H 2.05 -3.11 0.42
```

***

Run B
C3H10N4 | wB97M-V/def2-TZVPD

Properties
Orbital gap   8.408 eV
Multiplicity   1
E_HOMO   -7.6551 eV

The geometry in XYZ format:
```
17
C3H10N4 (wB97M-V/def2-TZVPD)
C -0.24 -1.06 -0.35
N -0.92 -2.18 0.10
C 0.74 -0.04 0.98
C 0.14 -0.92 -1.63
N 1.93 0.34 0.81
H -1.46 -2.09 0.94
H -1.36 -2.77 -0.61
H 2.11 0.84 -0.05
H 0.48 -0.58 1.88
H 0.87 -0.18 -1.93
H -0.16 -1.62 -2.41
N -0.53 1.26 0.91
N -0.20 2.29 -0.04
H 0.79 2.51 0.10
H -1.23 0.64 0.43
H -0.69 1.70 1.82
H -0.27 1.84 -0.95
```

***

Run C
C3H10N4 | wB97M-V/def2-TZVPD

Properties
Orbital gap   7.972 eV
Multiplicity   1
E_HOMO   -6.9966 eV

The geometry in XYZ format:
```
17
C3H10N4 (wB97M-V/def2-TZVPD)
C -1.12 0.22 -0.33
C 1.29 1.32 -0.26
N 0.41 0.23 -0.63
N -1.62 1.52 -0.04
N 0.52 -2.37 0.09
C 0.21 -1.13 0.68
N -1.07 -0.66 0.78
H 0.72 -0.35 -1.40
H -1.62 -0.17 -1.23
H -1.53 1.71 0.95
H -2.59 1.64 -0.29
H 1.27 -2.86 0.56
H -0.30 -2.97 0.09
H 0.89 -0.96 1.54
H 1.18 1.53 0.80
H 1.04 2.24 -0.80
H 2.33 1.07 -0.50
```

***

Referenced to the most stable arrangement, the calculated values in hartree are run A 0.0000; run B 0.1021; run C 0.0322.

***

Run A
C4H10O3 | wB97M-V/def2-TZVPD

Properties
Orbital gap (alpha / beta)   7.905 / 7.906 eV
Multiplicity   1
E_HOMO (alpha / beta)   -7.4290 / -7.4300 eV

The geometry in XYZ format:
```
17
C4H10O3 (wB97M-V/def2-TZVPD)
C 0.06 1.44 0.52
C -0.38 -0.77 0.17
C 0.91 -0.40 -0.14
C -1.49 -0.84 -0.81
O 0.83 2.36 -0.18
O 0.33 1.38 1.88
O 0.98 -2.43 -0.30
H 1.77 2.17 -0.01
H 0.23 2.27 2.26
H 0.86 -2.71 -1.22
H -0.98 1.67 0.28
H -0.59 -1.02 1.20
H 1.67 -0.39 0.62
H 1.17 -0.11 -1.15
H -2.31 -0.17 -0.51
H -1.17 -0.58 -1.82
H -1.90 -1.85 -0.81
```

***

Run B
C4H10O3 | wB97M-V/def2-TZVPD

Properties
SMILES string   O=CCCCO.O
Orbital gap   10.667 eV
Multiplicity   1
E_HOMO   -10.1617 eV

The geometry in XYZ format:
```
17
C4H10O3 (wB97M-V/def2-TZVPD)
O -1.89 -1.88 -2.62
C -1.22 -0.95 -2.22
C -0.99 -0.87 -0.72
C -0.62 0.46 -0.11
C -0.32 0.43 1.34
O 0.64 1.38 1.76
H -0.73 -0.28 -2.93
H -1.80 -1.35 -0.14
H -0.26 -1.62 -0.46
H 0.33 0.76 -0.70
H -1.28 1.29 -0.44
H -0.03 -0.51 1.76
H -1.24 0.58 1.97
H 0.58 1.57 2.70
O 3.43 1.01 1.58
H 2.52 1.22 1.85
H 3.29 0.43 0.81
```

***

Referenced to the most stable arrangement, the calculated values in hartree are run A 0.1384; run B 0.0000.

***

Run A
C4H10O3 | wB97M-V/def2-TZVPD

Properties
SMILES string   C[C@H](O)CC=O.O
Orbital gap   10.736 eV
Multiplicity   1
E_HOMO   -10.1994 eV

The geometry in XYZ format:
```
17
C4H10O3 (wB97M-V/def2-TZVPD)
C -0.25 0.31 1.69
C -0.46 -0.15 0.22
O -1.87 -0.21 0.11
C 0.41 -1.37 -0.01
C 1.86 -1.00 0.29
O 2.85 -1.18 -0.44
H -0.01 -0.50 2.33
H 0.63 1.06 1.78
H -1.09 0.96 2.02
H -0.09 0.65 -0.48
H -2.16 -1.14 0.10
H 0.50 -1.99 -0.89
H 0.07 -1.90 0.80
H 2.13 -0.58 1.32
O -1.02 2.48 -3.29
H -0.43 1.74 -3.13
H -1.07 2.81 -2.42
```

***

Run B
C4H10O3 | wB97M-V/def2-TZVPD

Properties
SMILES string   C=CC(=C)O.O.O
Orbital gap   8.970 eV
Multiplicity   1
E_HOMO   -8.6188 eV

The geometry in XYZ format:
```
17
C4H10O3 (wB97M-V/def2-TZVPD)
C -2.27 -0.43 -1.56
C -1.67 0.01 -0.41
C -0.35 -0.55 -0.09
C 0.20 -1.81 -0.41
O 0.37 0.22 0.75
H -1.69 -0.82 -2.32
H -3.33 -0.13 -1.67
H -2.26 0.52 0.43
H 1.25 -2.13 -0.25
H -0.13 -2.47 -1.04
H 0.62 -0.25 1.56
O 5.17 -1.80 1.26
H 4.29 -1.54 1.24
H 5.56 -1.10 1.73
O -2.42 3.66 -0.20
H -1.83 3.36 0.42
H -2.80 4.48 0.24
```

***

Run C
C4H10O3 | wB97M-V/def2-TZVPD

Properties
SMILES string   O=CCCCO.O
Orbital gap   10.281 eV
Multiplicity   1
E_HOMO   -9.6378 eV

The geometry in XYZ format:
```
17
C4H10O3 (wB97M-V/def2-TZVPD)
O -0.31 -0.06 -2.56
C -0.07 -0.47 -1.45
C -0.58 0.17 -0.22
C 0.42 1.09 0.51
C -0.28 2.04 1.50
O 0.44 3.14 2.03
H 0.30 -1.51 -1.37
H -1.45 0.75 -0.53
H -0.97 -0.57 0.47
H 1.05 1.63 -0.19
H 1.14 0.57 1.17
H -0.91 1.56 2.25
H -1.10 2.58 0.99
H 1.11 2.74 2.62
O 0.44 -4.13 -1.80
H -0.32 -4.74 -1.93
H 1.08 -4.78 -1.50
```

***

Run D
C4H10O3 | wB97M-V/def2-TZVPD

Properties
SMILES string   CCCC(=O)O.O
Orbital gap   11.063 eV
Multiplicity   1
E_HOMO   -10.4787 eV

The geometry in XYZ format:
```
17
C4H10O3 (wB97M-V/def2-TZVPD)
C 0.36 -0.41 -2.29
C 0.55 0.06 -0.86
C 0.48 -1.14 0.10
C 1.02 -0.93 1.49
O 0.76 -1.61 2.45
O 1.84 0.15 1.58
H -0.58 -0.95 -2.37
H 1.13 -1.13 -2.56
H 0.30 0.42 -3.00
H -0.17 0.85 -0.63
H 1.52 0.53 -0.71
H -0.50 -1.60 0.17
H 1.10 -1.87 -0.44
H 2.23 0.14 2.47
O -3.54 2.22 1.41
H -3.68 3.13 1.16
H -2.81 2.16 2.04
```

***

Referenced to the most stable arrangement, the calculated values in hartree are run A 0.0798; run B 0.1222; run C 0.0594; run D 0.0000.

***

Run A
C4H10O3 | wB97M-V/def2-TZVPD

Properties
SMILES string   C[C@@H](O)CC=O.O
Orbital gap   10.190 eV
Multiplicity   1
E_HOMO   -9.8278 eV

The geometry in XYZ format:
```
17
C4H10O3 (wB97M-V/def2-TZVPD)
C -0.40 1.85 -1.15
C 0.50 0.73 -0.66
O -0.28 -0.02 0.35
C 0.95 -0.17 -1.86
C -0.17 -0.35 -2.92
O -0.46 0.43 -3.87
H -1.38 1.47 -1.44
H 0.14 2.22 -2.06
H -0.48 2.63 -0.39
H 1.30 1.17 -0.12
H 0.28 -0.79 0.67
H 1.91 0.25 -2.26
H 1.09 -1.18 -1.47
H -1.04 -0.82 -2.33
O -0.61 -2.54 6.15
H -0.84 -1.73 6.46
H -0.50 -3.14 6.88
```

***

Run B
C4H10O3 | wB97M-V/def2-TZVPD

Properties
SMILES string   CCCC(=O)O.O
Orbital gap   10.365 eV
Multiplicity   1
E_HOMO   -9.8847 eV

The geometry in XYZ format:
```
17
C4H10O3 (wB97M-V/def2-TZVPD)
C 2.33 -0.91 -0.54
C 1.15 -0.01 -0.39
C 0.12 -0.14 -1.55
C -1.10 0.68 -1.03
O -2.20 0.60 -1.52
O -1.07 0.99 0.28
H 2.68 -0.88 -1.61
H 3.29 -0.57 0.01
H 2.24 -2.03 -0.42
H 0.61 -0.45 0.53
H 1.63 0.96 -0.46
H 0.12 -1.27 -1.87
H 0.57 0.42 -2.37
H -1.83 0.82 0.80
O -2.70 0.76 3.06
H -3.61 0.78 3.40
H -2.24 0.26 3.67
```

***

Referenced to the most stable arrangement, the calculated values in hartree are run A 0.0129; run B 0.0000.

***

Run A
C4H10O3 | wB97M-V/def2-TZVPD

Properties
SMILES string   C[C@H](O)[C@@H](O)CO
Orbital gap   10.845 eV
Multiplicity   1
E_HOMO   -10.0649 eV

The geometry in XYZ format:
```
17
C4H10O3 (wB97M-V/def2-TZVPD)
C -1.59 -0.49 0.81
C -1.07 0.00 -0.54
O -0.94 -1.06 -1.47
C 0.31 0.70 -0.43
O 0.24 1.77 0.47
C 1.40 -0.27 0.01
O 2.56 0.60 0.28
H -1.03 -1.35 1.15
H -2.64 -0.77 0.71
H -1.51 0.31 1.54
H -1.75 0.77 -0.92
H -1.80 -1.47 -1.57
H 0.58 1.06 -1.44
H 1.22 1.91 0.72
H 1.14 -0.76 0.95
H 1.59 -1.00 -0.77
H 3.31 0.05 0.51
```

***

Run B
C4H10O3 | wB97M-V/def2-TZVPD

Properties
Orbital gap   4.852 eV
Multiplicity   1
E_HOMO   -9.3741 eV

The geometry in XYZ format:
```
17
C4H10O3 (wB97M-V/def2-TZVPD)
O 0.95 1.21 1.22
C 0.79 -0.15 1.19
C 0.62 -0.67 -0.20
C -0.75 -0.41 -0.76
C -1.22 0.88 -0.96
O -1.44 -2.07 0.93
H 1.62 -0.63 1.74
H 0.64 -1.76 -0.15
H 1.34 -0.28 -0.93
H -1.38 -1.28 -0.78
H -1.71 -2.24 1.84
H -2.27 1.04 -1.19
H -0.59 1.74 -0.80
H 1.04 1.45 0.24
H 1.54 1.98 -1.92
H -0.08 -0.55 1.75
O 0.91 1.75 -1.22
```

***

Referenced to the most stable arrangement, the calculated values in hartree are run A 0.0000; run B 0.3282.